# 1
C3H8FP | ωB97M-V with the def2-TZVPD basis set

Each line ends with the Löwdin spin population.
Geometry (Å):
C1 -0.851 0.979 -0.922  0.05
C2 -0.653 -0.768 0.941  0.10
C3 -0.267 -0.294 -0.326  0.42
F1 3.293 -0.509 -0.646  0.26
P1 1.848 0.389 -0.321  1.01
H1 -1.143 1.609 -0.039  0.00
H2 -0.109 1.514 -1.376  0.02
H3 -1.621 0.714 -1.598  0.01
H4 -0.599 -0.210 1.839  0.01
H5 -0.152 -1.684 1.222  0.01
H6 -1.679 -1.034 1.100  0.04
H7 2.136 0.334 1.142  0.05
H8 -0.203 -1.040 -1.017  0.02

Summary:
E   -560.14761 a.u.
Total charge   0
2S+1   3
Largest force on an atom   4.23 eV/A
Highest occupied orbital energy (alpha / beta)   -6.05 / -10.26 eV


# 2
C6H12O | ωB97M-V with the def2-TZVPD basis set

Each line ends with the natural charge from an NBO analysis.
Geometry (Å):
C1 2.866 0.701 0.185  -0.63
C2 2.009 -0.529 -0.111  -0.05
O1 0.758 0.032 -0.439  -0.56
C3 -0.396 -0.736 -0.696  -0.06
C4 -1.427 -0.448 0.370  -0.25
C5 -2.845 -0.106 0.002  -0.42
C6 -1.910 0.968 0.474  -0.41
H1 3.914 0.587 -0.102  0.21
H2 2.429 1.510 -0.406  0.23
H3 2.809 0.993 1.238  0.21
H4 1.956 -1.209 0.757  0.16
H5 2.430 -1.108 -0.949  0.16
H6 -0.782 -0.392 -1.667  0.17
H7 -0.189 -1.812 -0.789  0.18
H8 -1.282 -0.977 1.311  0.21
H9 -3.121 -0.113 -1.050  0.21
H10 -3.638 -0.427 0.671  0.22
H11 -1.526 1.673 -0.260  0.22
H12 -2.056 1.394 1.462  0.21

Summary:
E   -310.99382 a.u.
Total charge   0
SMILES   CCOCC1CC1
Largest force on an atom   0.25 eV/A
Highest occupied orbital energy   -9.51 eV